Computed, not measured: C9H27NbO5P as an isolated structure, with the ωB97M-V functional and the def2-TZVPD basis.

Output
- Net charge: -1
- Lowest unoccupied orbital energy: 0.0880 Eh
- HOMO level: -0.161 hartree
- Orbital gap: 6.783 eV

```
43
Properties=species:S:1:pos:R:3:forces:R:3
C -1.7514 -0.2951 1.9171 0.0 -0.1 0.1
C -1.6901 -0.1644 0.5570 -0.2 0.3 -0.2
C -2.8359 0.2704 -0.2721 -0.4 0.8 0.2
Nb -3.9401 2.1223 0.4438 1.7 -0.4 -1.6
P -5.9730 0.4646 0.4884 0.5 0.3 0.1
O -6.3920 0.0946 -0.8904 0.1 0.1 0.2
O -7.2663 1.0429 1.2937 -0.1 -0.2 0.4
O -5.5600 -0.9128 1.2785 -0.1 0.0 0.4
H -1.8805 0.5725 2.5539 -1.8 -0.2 0.0
H -1.6336 -1.2633 2.3975 1.7 0.2 0.2
H -0.7680 -0.4085 0.0233 -0.4 -1.4 -0.1
H -3.5167 -0.5809 -0.3110 0.0 0.0 0.0
H -2.5610 0.5007 -1.3114 0.0 0.2 0.0
H -4.2425 2.8612 -1.2230 -0.3 0.6 0.4
H -5.3263 3.2165 0.9026 -0.2 -0.8 -0.3
H -3.9849 1.8277 2.2541 -0.5 0.7 0.0
H -2.6222 3.3251 0.8690 -0.1 -0.1 0.7
H -6.9512 1.4708 2.1053 -0.1 0.0 -0.3
H -4.9523 -0.6769 1.9973 0.0 -0.1 -0.2
C 1.5892 -3.2948 0.7132 -0.1 0.0 -0.1
C 2.0516 -1.8447 0.6937 0.1 -0.3 0.4
C 3.4706 -1.7027 1.2191 0.1 0.0 0.1
O 1.1527 -1.0345 1.4397 0.2 0.1 -0.3
H 1.5857 -3.6733 1.7393 0.1 0.0 0.0
H 0.5725 -3.3739 0.3275 0.0 0.0 0.0
H 2.2426 -3.9305 0.1128 0.0 0.0 0.0
H 2.0061 -1.4638 -0.3298 0.0 0.0 0.0
H 3.5373 -2.0473 2.2564 -0.1 -0.1 0.0
H 3.7829 -0.6630 1.1951 0.0 0.0 0.0
H 4.1705 -2.2888 0.6201 0.0 0.0 0.0
H 1.1501 -1.3330 2.3554 -0.1 0.0 0.0
C 3.9109 2.4109 -2.3290 0.1 0.1 0.1
C 4.3203 0.9921 -1.9637 -0.4 0.1 -0.2
C 3.7901 -0.0146 -2.9742 0.1 -0.1 0.0
O 3.8604 0.6630 -0.6564 0.2 0.1 -0.1
H 2.8216 2.5005 -2.3328 0.0 0.0 -0.1
H 4.2975 3.1190 -1.5961 0.0 0.0 0.0
H 4.2832 2.6909 -3.3157 0.0 0.0 0.0
H 5.4092 0.9260 -1.9178 0.0 0.0 0.1
H 2.6972 0.0110 -2.9942 0.0 0.1 0.0
H 4.0923 -1.0257 -2.6990 0.0 0.0 0.0
H 4.1575 0.1979 -3.9794 0.0 0.0 0.0
H 2.8962 0.7118 -0.6580 0.0 0.0 0.1
```
Forces are in eV/Å.

Atom charges from the natural (NBO) analysis, given in e for atoms 1 to 5: -0.53 -0.12 -0.94 1.23 1.81


Computed, not measured: C9H28BFO3Rb as an isolated structure, with the ωB97M-V functional and the def2-TZVPD basis.

Output
- Net charge: -1
- Lowest unoccupied orbital energy: 0.0679 Eh
- HOMO level: -0.192 hartree
- Orbital gap: 7.079 eV

```
43
Properties=species:S:1:pos:R:3:forces:R:3
Rb -2.8461 -0.3069 -1.5674 0.1 -0.2 0.6
F -0.7286 -0.3726 0.4707 -0.1 0.0 -1.2
B -4.6703 -1.3393 0.6319 -0.6 -0.2 0.7
H -4.7836 -1.9641 -0.3342 -0.3 -0.9 -1.8
H -5.0012 -2.0192 1.5219 -0.3 -0.9 1.0
H -3.5621 -1.0862 0.7832 1.7 0.6 0.4
H -5.3953 -0.4229 0.6956 -0.7 1.3 -0.4
C 0.8964 -4.7890 0.2891 0.3 0.9 0.3
C 0.7935 -3.3248 -0.1588 0.0 -0.1 1.0
C 1.8470 -3.0011 -1.1927 0.4 -1.1 -0.5
O -0.5253 -2.9583 -0.5461 0.7 0.3 0.0
H 1.8687 -4.8825 0.7854 0.2 -0.3 -0.4
H 0.8251 -5.4435 -0.5777 -0.2 -0.3 0.2
H 0.2098 -5.0072 1.1063 -0.5 -0.1 -0.4
H 1.0629 -2.7235 0.7214 -0.2 0.0 0.0
H 1.9684 -3.8248 -1.9128 -0.5 0.2 -0.2
H 2.8303 -3.0107 -0.7134 0.0 0.7 0.0
H 1.5926 -2.0947 -1.7324 0.4 0.2 0.1
H -0.5633 -2.0252 -0.2238 -0.6 0.0 0.1
C -0.5670 2.5702 1.8577 -0.5 0.9 -0.6
C 0.7264 1.8275 2.0341 0.6 -0.6 1.7
C 1.6659 2.4755 3.0958 -0.2 -0.5 -0.5
O 0.4762 0.4933 2.4632 0.5 0.7 -0.2
H -0.3617 3.6458 1.7645 -0.1 -0.1 -0.3
H -1.3530 2.4858 2.6105 0.6 -0.4 0.5
H -1.0458 2.2146 0.9534 -0.1 0.2 -0.2
H 1.3013 1.8873 1.0987 -0.3 -0.4 -0.3
H 2.1040 1.6834 3.7021 -0.3 0.0 0.2
H 1.0896 3.1791 3.6942 0.3 0.1 0.2
H 2.5291 2.9430 2.6172 -0.2 0.4 0.0
H -0.0795 0.0783 1.7514 0.0 -0.2 -0.1
C 0.5973 3.4068 -2.4875 0.7 0.9 1.8
C 0.2026 1.9252 -2.4609 -0.3 0.9 0.2
C 1.3717 1.0195 -2.0892 0.3 0.7 -0.9
O -0.8224 1.7795 -1.4817 -0.4 0.0 0.4
H -0.2088 4.1390 -2.5689 -0.3 -0.4 -0.7
H 1.4792 3.7565 -3.0317 -0.3 -0.6 -0.8
H 0.9327 3.6656 -1.4666 -0.1 -0.4 0.1
H -0.3601 1.7072 -3.3767 0.8 -0.4 -0.4
H 0.9623 0.0332 -1.8994 0.4 -0.2 0.3
H 1.9294 1.4695 -1.2646 -0.6 -0.3 0.6
H 2.1779 1.0050 -2.8315 -0.5 -0.3 -0.5
H -0.5662 1.2056 -0.7307 0.2 -0.2 0.0
```
Forces are in eV/Å.

Atom charges from the Löwdin analysis, given in e for atoms 1 to 5: 0.92 -0.50 -0.54 -0.12 -0.08


Computed, not measured: C9H28Fe2N12O11 as an isolated structure, with the ωB97M-V functional and the def2-TZVPD basis.

Output
- Lowest unoccupied orbital energy (alpha / beta): -0.0054 / -0.0121 Eh
- HOMO level (alpha / beta): -0.286 / -0.282 hartree
- Orbital gap (alpha / beta): 7.628 / 7.353 eV
- Expectation value of S²: 20.0142
- ΔE to the lowest compared entry with this formula, charge and spin: 104.6 kcal per mole
- Spin multiplicity: 9

```
62
Properties=species:S:1:pos:R:3:forces:R:3
Fe 1.2116 -1.7842 0.6724 -1.8 -0.4 0.2
Fe -1.9645 -2.4533 0.3588 -0.6 -1.3 2.0
O -0.2378 -3.3427 1.1492 0.1 3.1 -3.0
C -0.6801 -4.4862 1.7235 -0.4 -2.1 2.3
C -2.1928 -5.0364 1.4960 0.5 0.5 -0.8
O -3.1683 -4.1693 0.9789 2.0 1.8 -0.7
H -0.4642 -4.3418 2.7821 -0.7 -0.1 0.7
H -0.0258 -5.3383 1.5393 0.2 -0.3 -0.7
H -2.5308 -5.5111 2.4171 0.1 0.3 0.6
H -2.0917 -5.9017 0.8409 0.2 -0.2 -0.5
C -0.0885 0.3764 0.0003 -0.7 -0.6 0.7
O 1.1344 0.2636 0.1616 5.4 -0.2 0.5
O -0.6481 -0.7638 -0.0063 -2.6 -1.6 -0.4
O -0.5893 1.5050 -0.0394 -2.0 1.0 0.1
C -3.4348 -0.3669 2.2848 1.3 0.9 -0.6
O -2.8514 -1.3769 1.9674 1.3 -2.2 -0.5
N -3.1785 0.7955 1.7037 0.7 1.4 -1.7
N -4.2560 -0.2566 3.2928 -1.4 -0.2 1.4
H -3.7705 1.6104 1.7783 0.5 -0.1 0.1
H -2.3583 0.7937 1.1142 -0.2 0.4 -0.5
H -4.9323 0.4430 3.0220 -0.7 -0.4 1.6
H -4.3002 -1.0561 3.9083 -1.1 0.2 -0.2
C 0.6593 -0.0746 3.5292 0.1 -2.2 1.7
O 1.0249 -1.0109 2.9008 1.4 -4.4 -4.1
N 0.6782 1.1256 3.1152 -0.5 5.0 -1.5
N 0.2863 -0.2488 4.7758 -1.1 0.8 3.9
H 0.6997 1.2406 2.1120 0.3 0.4 0.0
H 0.1725 1.7856 3.6887 0.1 0.3 -0.6
H 0.1537 -1.1306 5.2502 0.4 0.1 -0.6
H 0.4994 0.5449 5.3629 -0.4 -0.3 0.4
C -2.4164 2.0475 -2.9142 -5.1 3.1 -3.4
O -3.0188 2.3831 -3.9534 1.2 -0.7 0.6
N -2.9163 2.3236 -1.7152 -2.2 0.9 2.9
N -1.2974 1.4950 -2.7138 5.2 -3.0 -0.5
H -3.7493 2.8780 -1.5779 0.3 -0.3 -0.3
H -2.3570 2.0285 -0.9277 -0.7 0.6 0.4
H -0.6102 1.2483 -3.4117 -0.5 0.0 0.2
H -1.1927 1.3561 -1.7190 1.6 -0.6 -0.6
C 1.2068 4.4865 -1.1472 0.3 2.3 -3.0
O 1.7200 5.3043 -1.9430 -0.2 -1.1 1.6
N 1.7648 3.8402 -0.1548 4.0 0.0 1.8
N -0.0339 4.0769 -1.1533 -4.5 -0.9 -1.4
H 2.7301 4.1274 -0.0785 0.1 -0.8 0.9
H 1.2734 3.1178 0.3520 0.7 0.2 0.1
H -0.6466 4.2206 -1.9433 0.3 0.4 -0.1
H -0.1156 3.1421 -0.7796 -0.7 0.2 0.0
C 4.6093 0.1258 -1.2835 2.9 -1.8 -1.7
O 4.9011 -0.6364 -0.4286 1.1 -2.2 3.2
N 5.2921 0.3482 -2.4073 3.5 -0.3 -2.2
N 3.5405 0.7476 -1.4429 -6.9 4.3 0.8
H 4.7804 0.8015 -3.1508 1.1 -0.5 -0.2
H 6.1495 -0.1669 -2.5480 -0.2 0.3 -0.4
H 2.8339 0.7601 -0.7213 -0.1 0.4 -0.1
H 3.5792 1.4241 -2.1919 -1.1 0.3 0.9
C 1.5842 -1.9028 -2.5557 -2.0 3.2 -2.4
O 1.4732 -2.4018 -1.5184 0.8 -3.7 8.8
N 1.3990 -0.6467 -2.7558 0.4 6.3 1.0
N 1.3247 -2.5162 -3.6148 0.2 -5.6 -6.1
H 1.6081 -0.1399 -3.6041 0.0 -0.2 0.4
H 1.2844 -0.1499 -1.8839 0.4 0.6 -0.4
H 1.2267 -3.5132 -3.4858 0.1 0.0 -0.9
H 1.3164 -2.0438 -4.5075 -0.2 -0.7 0.2
```
Forces are in eV/Å.

Atom charges from the natural (NBO) analysis, given in e for atoms 1 to 5: 1.68 1.60 -1.04 -0.08 -0.08


Computed, not measured: a 6-piece molecular cluster, C9H30O6 overall, with the ωB97M-V functional and the def2-TZVPD basis.

Output
- Net charge: -1
- Lowest unoccupied orbital energy (alpha / beta): 0.1054 / 0.1033 Eh
- HOMO level (alpha / beta): 0.021 / -0.269 hartree
- Orbital gap (alpha / beta): 2.309 / 10.129 eV
- Expectation value of S²: 0.7504
- ΔE to the lowest compared entry with this formula, charge and spin: 4.1 kcal per mole
- Spin multiplicity: 2

```
45
Properties=species:S:1:pos:R:3:forces:R:3
O -22.7042 0.1141 -13.6415 0.1 0.4 1.2
H -22.3006 -0.4528 -14.2987 0.2 -0.2 -0.4
H -23.5671 0.3210 -14.0004 -0.5 0.3 -0.2
O -25.1786 0.6420 -15.3321 0.1 -0.5 0.7
H -24.6986 0.6787 -16.1594 0.5 0.1 -0.8
H -25.8387 1.3311 -15.4069 -0.4 0.4 0.0
O -21.9881 2.5835 -12.2661 0.3 0.6 0.6
H -21.6045 1.7142 -12.3818 -0.3 -0.5 -0.3
H -22.1170 2.9094 -13.1568 -0.1 -0.1 -0.3
C -21.2384 -3.5311 -16.4629 0.7 -1.0 -0.6
C -22.1964 -2.4072 -16.1916 -0.2 -1.2 1.0
C -23.3399 -2.9731 -15.3670 -1.0 0.1 0.1
O -21.5982 -1.3885 -15.3999 0.5 -0.5 -0.7
H -20.3671 -3.2339 -17.0463 0.3 0.3 0.2
H -21.6877 -4.3072 -17.0826 -0.5 0.1 -0.2
H -20.9170 -4.1010 -15.5910 0.1 0.5 0.4
H -22.5155 -2.0218 -17.1600 -0.4 0.3 0.1
H -23.6912 -3.9321 -15.7477 -0.1 0.1 -0.5
H -24.1864 -2.2885 -15.3124 -0.1 0.1 -0.2
H -23.1191 -3.2073 -14.3256 0.7 0.3 0.0
H -20.7778 -1.1509 -15.8381 0.3 0.5 0.0
C -29.1777 -2.1439 -14.9301 1.2 0.9 0.0
C -28.2823 -1.7155 -13.7069 0.1 -0.3 -0.2
C -26.7517 -1.8748 -13.9747 -0.6 -0.8 -1.1
O -28.5637 -0.3658 -13.2949 -0.3 -0.5 -0.4
H -30.2622 -2.1507 -14.8207 0.1 0.1 0.7
H -28.8901 -3.1211 -15.3181 0.2 -0.1 0.3
H -28.9611 -1.4441 -15.7372 0.0 0.1 -0.1
H -28.5773 -2.3500 -12.8711 0.1 -0.3 0.2
H -26.4589 -2.9212 -13.8892 -0.1 -0.2 0.4
H -26.0283 -1.2763 -13.4208 -0.6 0.2 0.4
H -26.5080 -1.6680 -15.0167 -0.2 0.4 -0.1
H -28.0926 -0.3028 -12.4608 0.1 0.4 0.1
C -18.7263 -3.1007 -13.3826 0.7 0.6 -0.9
C -19.2333 -1.9381 -12.5650 -0.2 -0.1 1.4
C -19.1714 -2.3085 -11.0765 -0.6 -1.0 0.4
O -18.4842 -0.7558 -12.7466 0.8 0.0 -1.0
H -17.6391 -3.1693 -13.3469 0.1 -0.3 0.5
H -18.9166 -2.9341 -14.4428 -0.3 0.0 -0.1
H -19.2367 -4.0206 -13.0973 0.2 0.0 0.1
H -20.2573 -1.8093 -12.9156 -0.3 0.4 0.4
H -19.2858 -1.5442 -10.3079 -0.2 0.6 -0.5
H -18.2562 -2.8187 -10.7762 0.3 0.0 -0.5
H -19.9639 -3.0298 -10.8772 -0.2 -0.1 0.1
H -18.8497 -0.0364 -12.2265 -0.3 -0.1 0.0
```
Forces are in eV/Å.

Atom charges from the natural (NBO) analysis, given in e for atoms 1 to 5: -1.03 0.48 0.49 -1.29 0.36